[1]
Molecular formula: C12H30AsF6N2O4Rb
Method: DFT, the ωB97M-V functional and the def2-TZVPD basis

XYZ file:
```
56
Properties=species:S:1:pos:R:3:forces:R:3:lowdin_spin:R:1
Rb -0.305 0.259 -0.705 -0.061 0.359 0.207 0.0092
As 0.764 3.964 1.769 1.911 2.063 -0.182 0.0000
F 0.379 2.570 0.661 0.041 0.455 0.216 0.0000
F 1.411 2.740 2.900 -1.005 0.915 -0.489 0.0000
F 1.258 5.395 2.834 -1.271 -2.500 -1.529 0.0000
F 0.269 5.118 0.412 0.404 -1.892 2.134 0.0000
F -0.898 3.798 2.439 1.966 0.364 -0.777 0.0000
F 2.478 3.975 1.111 -2.128 -0.052 0.306 0.0000
C 3.195 1.820 -4.096 0.470 0.438 -1.499 0.0026
O 3.201 0.786 -3.182 -1.054 -2.178 2.757 0.0267
C 2.887 -0.517 -3.616 0.033 0.916 -0.663 0.0115
C 3.070 -1.595 -2.534 -1.050 0.482 -2.159 0.0859
N 2.516 -1.167 -1.291 2.332 -2.604 1.956 0.5911
C 2.553 -2.202 -0.174 0.653 0.436 -1.056 0.0747
C 1.632 -1.996 1.010 -1.373 -0.720 -1.195 0.0180
O 0.422 -2.479 0.429 -0.553 0.199 0.500 0.0490
C -0.040 -3.767 0.856 -1.119 0.574 0.000 0.0032
H 2.445 1.774 -4.886 -0.329 -0.603 -0.016 0.0007
H 4.170 1.679 -4.562 0.121 1.277 -0.432 0.0015
H 2.973 2.764 -3.599 0.741 -0.104 0.194 0.0001
H 3.430 -0.758 -4.530 0.440 -0.321 0.065 -0.0006
H 1.844 -0.552 -3.933 -0.386 -0.030 0.080 0.0045
H 4.105 -1.911 -2.408 0.497 0.355 0.389 0.0483
H 2.605 -2.472 -2.984 -0.360 -0.284 0.567 0.0088
H 3.034 -0.332 -1.058 -0.572 1.302 0.478 0.0146
H 3.583 -2.263 0.179 0.592 0.686 -0.063 0.0442
H 2.398 -3.177 -0.636 -0.372 0.122 0.023 0.0014
H 1.506 -0.945 1.269 0.153 0.003 0.274 0.0013
H 1.873 -2.597 1.887 0.468 0.220 -0.053 -0.0007
H 0.430 -4.609 0.348 0.488 0.098 0.199 0.0016
H -1.088 -3.793 0.555 -0.008 -0.039 -0.175 0.0012
H -0.081 -3.837 1.943 0.528 -0.137 0.029 0.0000
C 0.061 -0.100 4.479 -0.255 0.530 -1.056 0.0001
O -0.778 -0.714 3.503 -0.670 -2.210 -0.590 0.0001
C -1.492 0.265 2.773 1.108 1.333 0.253 0.0001
C -2.722 -0.067 1.996 -1.102 -2.086 2.191 0.0000
N -2.580 -0.937 0.840 0.886 1.251 -1.161 0.0001
C -3.788 -0.913 -0.001 0.818 -1.579 0.064 0.0000
C -3.964 0.329 -0.796 0.046 1.397 1.012 0.0000
O -2.814 0.557 -1.633 -1.257 -0.494 0.305 0.0005
C -2.956 1.533 -2.625 0.182 0.967 -1.253 0.0000
H -0.556 0.551 5.098 0.171 0.121 0.243 0.0000
H 0.723 0.502 3.856 0.621 0.375 0.768 0.0000
H 0.586 -0.821 5.105 -0.187 -0.168 -0.365 0.0000
H -0.846 0.724 2.024 0.746 0.625 0.372 0.0000
H -1.725 0.948 3.589 -0.538 0.958 -0.780 0.0000
H -3.334 0.822 1.846 0.484 0.092 -0.406 0.0000
H -3.283 -0.661 2.718 -0.803 0.056 0.357 0.0000
H -2.323 -1.854 1.175 -0.347 -0.116 -0.220 0.0001
H -4.632 -1.121 0.657 -0.591 0.174 -0.376 0.0000
H -3.715 -1.680 -0.771 0.046 -0.595 0.350 0.0000
H -4.051 1.139 -0.072 0.135 0.586 -0.205 0.0000
H -4.940 0.308 -1.279 0.259 -0.155 -0.711 0.0000
H -3.328 2.522 -2.356 0.166 0.009 1.017 0.0000
H -3.598 1.317 -3.478 -0.223 -0.964 0.082 0.0000
H -1.964 1.678 -3.054 0.108 0.093 0.022 0.0000
```
Positions in Å, forces in eV/Å.

Its total energy is -101890.59132 eV. The charge is +1. Its relative energy (zero: lowest compared OMol25 entry of this formula, charge and spin) is 28.1 kJ/mol. The spin multiplicity is 2. The HOMO-LUMO gap (spin up / spin down) is 8.7 / 3.1 eV.

---

[2]
Molecular formula: C12H30ClLiN2O4
Method: DFT, the ωB97M-V functional and the def2-TZVPD basis

XYZ file:
```
50
Properties=species:S:1:pos:R:3:forces:R:3:lowdin_spin:R:1
Li -1.605 -0.050 0.275 0.113 0.877 0.282 0.0011
Cl -0.230 0.902 1.946 0.011 -1.110 -0.723 0.0146
C 3.157 -3.621 -2.439 -1.282 0.517 0.014 0.0006
O 2.219 -2.993 -1.480 2.265 0.149 -0.792 0.0168
C 2.978 -1.982 -0.763 -1.571 -1.871 -0.347 0.0010
C 1.981 -1.363 0.129 -1.512 -0.521 -0.875 0.0601
N 1.193 -2.241 1.123 5.216 2.660 0.648 0.6307
C 1.988 -2.869 2.170 -1.582 -1.715 -0.867 0.0973
C 2.305 -1.954 3.326 0.138 0.748 1.494 0.0623
O 3.023 -2.783 4.236 -0.273 0.504 -1.123 0.0192
C 3.689 -1.996 5.193 0.041 0.529 1.402 0.0060
H 2.592 -4.341 -3.030 0.114 -0.480 0.682 0.0004
H 4.036 -3.990 -1.910 -0.189 -0.360 -0.109 0.0000
H 3.472 -2.930 -3.221 0.157 0.602 0.326 0.0005
H 3.359 -1.240 -1.464 0.313 0.077 0.176 0.0007
H 3.743 -2.458 -0.150 0.506 0.041 -0.294 -0.0001
H 1.148 -0.933 -0.427 0.272 0.271 -0.352 0.0055
H 2.455 -0.531 0.649 -0.299 0.051 0.852 0.0318
H 0.820 -1.393 1.525 -2.674 0.326 1.068 0.0168
H 2.832 -3.478 1.845 -0.182 0.257 -0.295 -0.0003
H 1.278 -3.479 2.728 -0.037 -0.946 -0.213 0.0301
H 1.377 -1.601 3.777 -0.277 -0.048 0.087 -0.0009
H 2.803 -1.028 3.038 0.713 -0.100 -0.149 0.0028
H 3.040 -1.703 6.019 -0.700 0.334 -0.259 0.0007
H 4.087 -1.086 4.744 0.344 -0.100 0.051 0.0010
H 4.428 -2.545 5.776 0.385 -0.378 -0.916 0.0007
C -3.369 3.708 2.271 0.240 0.441 -0.379 0.0000
O -4.265 2.890 1.507 -0.079 -0.156 0.875 0.0001
C -3.628 1.746 0.908 -0.447 2.645 0.282 0.0001
C -2.750 2.392 -0.224 -1.165 -0.305 1.864 0.0001
N -2.263 1.404 -1.112 0.030 -1.818 -1.098 0.0000
C -1.287 1.904 -2.042 1.111 0.230 -1.958 0.0000
C -1.472 1.597 -3.526 -0.706 -0.938 -0.886 0.0000
O -2.640 2.205 -4.079 -0.055 0.187 -0.230 0.0000
C -2.854 1.919 -5.498 0.636 0.149 0.936 0.0000
H -2.486 3.214 2.678 -0.040 -0.655 -0.158 0.0000
H -3.836 4.189 3.131 -0.594 -0.247 -0.248 0.0000
H -2.989 4.501 1.627 0.017 0.201 -0.025 0.0000
H -4.455 1.133 0.549 0.126 -0.079 -0.364 0.0000
H -3.169 1.264 1.772 0.858 -0.553 -0.484 0.0001
H -1.918 2.929 0.230 -0.098 0.019 -0.042 0.0001
H -3.420 3.060 -0.767 0.053 0.428 0.258 0.0000
H -3.046 1.138 -1.691 -0.372 -0.325 -0.033 0.0000
H -0.326 1.457 -1.787 0.366 0.538 0.016 0.0000
H -1.222 2.987 -2.152 0.031 0.302 1.177 0.0000
H -1.505 0.531 -3.752 -0.166 -0.506 0.247 0.0000
H -0.578 1.925 -4.056 0.192 0.416 0.050 0.0000
H -3.304 2.760 -6.026 -0.116 0.189 0.564 0.0000
H -3.507 1.054 -5.615 0.197 -0.143 0.020 0.0000
H -1.877 1.776 -5.959 -0.029 -0.329 -0.153 0.0000
```
Positions in Å, forces in eV/Å.

Its total energy is -36817.63397 eV. The charge is +1. Its relative energy (zero: lowest compared OMol25 entry of this formula, charge and spin) is 0.0 kJ/mol. The spin multiplicity is 2. The HOMO-LUMO gap (spin up / spin down) is 8.8 / 4.1 eV.

---

[3]
Molecular formula: C12H30CuN2O4
Method: DFT, the ωB97M-V functional and the def2-TZVPD basis

XYZ file:
```
49
Properties=species:S:1:pos:R:3:forces:R:3:lowdin_spin:R:1
Cu -0.361 0.040 0.027 -0.115 -0.599 0.053 0.1303
C 1.856 2.744 -0.127 -0.546 1.421 -0.837 0.0061
O 1.554 1.511 -0.663 0.326 -2.600 -0.217 0.0029
C 2.582 0.524 -0.474 0.025 -0.707 1.406 0.0061
C 2.731 0.103 1.017 -0.072 -0.889 -0.524 0.0107
N 1.544 -0.650 1.481 -1.406 2.614 1.545 0.0143
C 1.115 -0.082 2.793 -1.682 -0.615 1.193 0.0175
C -0.285 -0.637 3.242 0.742 -1.032 -1.240 0.0289
O -1.199 -0.516 2.144 -0.189 0.861 0.965 0.0167
C -2.353 -1.363 2.202 0.024 -0.038 0.204 0.1117
H 1.427 2.960 0.852 0.413 -0.438 0.445 0.0020
H 1.308 3.410 -0.792 0.242 0.576 0.021 0.0009
H 2.923 2.944 -0.230 0.063 0.241 0.410 0.0003
H 3.541 0.848 -0.878 0.060 0.427 0.004 0.0006
H 2.334 -0.421 -0.958 -0.498 0.403 -0.455 0.0011
H 2.862 0.968 1.668 0.069 0.023 -0.104 0.0003
H 3.596 -0.545 1.154 0.393 0.222 -0.294 0.0057
H 1.567 -1.640 1.680 0.802 -0.310 -0.757 0.0161
H 1.143 1.003 2.892 -0.404 0.215 -1.070 0.0019
H 1.753 -0.298 3.650 0.617 -0.742 -0.025 0.0038
H -0.601 -0.354 4.246 -0.384 1.406 -0.211 0.0051
H -0.244 -1.704 3.460 0.704 -0.532 -0.448 0.0154
H -3.305 -0.857 2.365 0.136 0.761 -0.319 0.0138
H -2.322 -2.027 3.066 0.474 -0.477 -0.222 0.0110
H -2.370 -1.874 1.239 -0.258 -0.368 0.145 0.0518
C -2.315 2.670 0.671 -0.446 -0.075 0.266 0.0194
O -1.852 1.690 -0.255 0.437 0.921 0.808 0.0159
C -2.303 1.923 -1.588 0.827 -0.586 0.118 0.0231
C -1.249 1.214 -2.522 -3.378 1.579 0.579 0.0144
N -1.210 -0.168 -2.158 2.788 -1.276 -0.144 0.0306
C -0.162 -0.871 -2.929 1.106 -0.643 0.980 0.0232
C 0.184 -2.237 -2.343 -1.355 0.677 -1.122 0.0556
O 0.794 -2.138 -1.110 1.668 0.225 -0.068 0.0199
C 0.992 -3.434 -0.649 -1.160 -1.590 2.422 0.0918
H -3.388 2.594 0.848 -0.262 -0.202 -0.257 0.0055
H -2.134 3.693 0.340 0.287 0.044 -0.274 0.0015
H -1.875 2.549 1.661 0.413 -0.368 -0.271 0.0045
H -2.325 2.995 -1.787 0.051 0.139 -0.114 0.0011
H -3.323 1.539 -1.597 -0.065 -0.194 -0.717 0.0186
H -0.344 1.802 -2.368 0.400 -0.784 -0.018 0.0009
H -1.617 1.366 -3.537 0.202 0.103 -0.393 0.0051
H -2.007 -0.763 -2.336 -1.151 0.665 0.331 0.0737
H 0.751 -0.278 -2.878 0.053 0.203 -0.145 0.0007
H -0.354 -1.092 -3.979 -0.563 0.515 -0.249 0.0082
H 0.783 -2.765 -3.085 0.435 -0.137 0.003 0.0061
H -0.725 -2.824 -2.214 -0.426 -0.114 -0.156 0.0435
H 0.130 -3.673 -0.026 -0.780 -0.244 -0.122 0.0394
H 1.725 -3.611 0.138 0.984 0.824 -0.513 0.0150
H 1.028 -4.268 -1.350 0.398 0.498 -0.609 0.0072
```
Positions in Å, forces in eV/Å.

Its total energy is -68733.18738 eV. The charge is 0. The spin multiplicity is 2. The HOMO-LUMO gap (spin up / spin down) is 2.2 / 8.5 eV.

---

[4]
Molecular formula: C12H30F2K3NO10S2
Method: DFT, the ωB97M-V functional and the def2-TZVPD basis

XYZ file:
```
60
Properties=species:S:1:pos:R:3:forces:R:3:mulliken_charge:R:1
K 6.882 -9.211 -19.562 -0.324 0.247 0.377 0.9327
K 10.570 -6.226 -16.046 0.241 -0.077 -0.229 0.9435
K 9.133 -10.463 -21.722 0.797 -0.789 -0.868 1.0224
N 9.597 -8.545 -19.968 1.431 3.064 1.017 -0.0879
S 10.236 -7.022 -20.174 -0.880 3.766 -2.911 0.8662
O 11.232 -6.878 -21.186 -0.724 -0.995 0.779 -0.5001
O 10.397 -6.199 -18.996 -0.404 -1.541 0.234 -0.5048
F 8.917 -6.421 -20.863 0.329 -0.585 0.507 -0.2574
S 10.697 -9.049 -18.937 2.763 -7.080 2.528 1.0735
O 10.442 -9.176 -17.520 -1.307 2.048 -0.612 -0.6593
O 12.099 -9.025 -19.242 -1.192 1.683 -0.805 -0.4776
F 10.361 -10.612 -19.332 -0.521 0.169 -0.034 -0.3694
C 10.330 -9.290 -24.949 0.934 -0.065 0.273 -0.9238
O 10.692 -10.086 -23.812 -0.175 -0.067 -0.322 -0.3041
C 11.977 -9.819 -23.288 0.594 0.996 0.731 -0.0947
C 12.579 -11.026 -22.667 0.221 -0.897 0.336 -0.7670
O 11.682 -11.515 -21.674 -0.292 -0.203 -0.277 -0.1569
C 12.305 -12.349 -20.696 0.117 1.061 0.583 -0.9341
H 9.293 -9.540 -25.138 -0.053 0.270 -0.376 0.3249
H 10.994 -9.521 -25.785 -0.331 -0.332 -0.157 0.3512
H 10.514 -8.227 -24.764 -0.476 0.056 0.258 0.3271
H 11.879 -9.056 -22.501 0.024 0.087 -0.113 -0.0656
H 12.717 -9.422 -23.992 -0.435 -0.046 -0.431 0.4692
H 13.534 -10.792 -22.186 -0.014 0.351 -0.102 0.4494
H 12.801 -11.789 -23.423 -0.247 -0.125 0.084 0.3623
H 11.511 -12.853 -20.154 0.116 -0.530 -0.287 0.2409
H 12.781 -11.706 -19.945 0.158 0.003 -0.114 0.3107
H 13.086 -12.979 -21.115 -0.337 -0.396 -0.146 0.3956
C 6.892 -3.046 -21.858 -0.850 0.694 0.056 -0.7382
O 7.571 -3.607 -22.951 -0.160 -0.143 0.410 -0.3031
C 6.980 -4.819 -23.345 0.287 -0.160 -0.353 -0.2329
C 7.814 -5.370 -24.494 -0.260 0.106 0.110 -0.2174
O 6.950 -6.100 -25.331 -0.055 0.004 0.027 -0.3165
C 7.553 -6.531 -26.523 0.569 -0.218 -0.305 -0.5597
H 5.853 -2.761 -22.086 0.027 -0.378 -0.339 0.3297
H 7.329 -2.084 -21.593 0.531 -0.315 0.141 0.2855
H 6.826 -3.737 -21.011 0.340 0.046 0.147 0.2465
H 5.935 -4.688 -23.643 0.034 0.135 -0.220 0.4166
H 6.974 -5.566 -22.536 0.023 0.192 0.282 0.0601
H 8.612 -6.004 -24.086 0.078 -0.183 -0.119 -0.0023
H 8.313 -4.548 -25.013 -0.173 0.130 -0.145 0.3609
H 6.888 -7.231 -27.021 -0.062 -0.016 0.087 0.2777
H 8.514 -7.020 -26.316 -0.033 -0.229 0.056 0.1083
H 7.797 -5.732 -27.232 -0.263 0.285 0.208 0.3225
C 13.551 -1.872 -22.415 0.351 -0.455 0.074 -0.6672
O 13.661 -2.401 -21.101 -0.157 0.102 0.028 -0.3414
C 13.728 -3.799 -21.057 -0.289 -0.277 0.074 -0.3527
C 13.348 -4.364 -19.700 0.347 -0.467 0.423 -0.0171
O 14.424 -4.420 -18.778 0.211 -0.171 -0.279 -0.4244
C 14.767 -3.161 -18.249 0.306 0.477 0.679 -0.6178
H 12.991 -2.571 -23.044 -0.283 0.249 -0.012 0.2917
H 14.532 -1.764 -22.889 0.047 0.144 0.121 0.2830
H 13.061 -0.907 -22.331 -0.030 0.023 -0.148 0.2373
H 14.724 -4.196 -21.287 0.151 0.188 -0.021 0.2927
H 13.053 -4.240 -21.804 -0.142 0.102 -0.018 0.3102
H 13.072 -5.407 -19.869 0.060 -0.058 -0.008 -0.0575
H 12.493 -3.896 -19.194 -0.109 0.411 -0.460 0.2893
H 15.760 -3.186 -17.793 -0.049 -0.479 -0.095 0.2867
H 14.075 -2.917 -17.429 -0.075 0.309 -0.270 0.2192
H 14.822 -2.361 -18.989 -0.386 -0.119 -0.055 0.2636
```
Positions in Å, forces in eV/Å.

Its total energy is -110960.14716 eV. The charge is +2. Its relative energy (zero: lowest compared OMol25 entry of this formula, charge and spin) is 0.0 kJ/mol. The HOMO-LUMO gap is 6.3 eV.